# 1
86
Properties=species:S:1:pos:R:3 method="wB97M-V/def2-TZVPD" mol_weight_g_mol=693.6 total_energy_ha=-2641.3852 lumo_ha=-0.047
C -0.7846 -1.5285 24.9385
N -1.5539 -2.4907 25.7593
O -2.2955 -2.1507 26.6550
O -1.2329 -3.6332 25.5691
H -0.8138 -0.6964 25.6420
H -1.3295 -1.3783 24.0065
H 0.1943 -1.9466 24.7041
C 0.5296 -4.7016 24.7340
N 0.4933 -4.5658 23.2749
O 0.9148 -5.4503 22.5023
O 0.1434 -3.4484 22.8303
H 0.1519 -3.7364 25.0714
H 1.5625 -4.8980 25.0214
H -0.2247 -5.4587 24.9487
C 0.6817 -4.4958 27.4410
N 0.4809 -3.0398 27.3658
O 0.5351 -2.5416 26.2714
O 0.2188 -2.5105 28.4192
H 0.7547 -4.9230 26.4408
H -0.0369 -4.9058 28.1507
H 1.5883 -4.6488 28.0265
C 0.3586 -8.5682 26.6693
C 0.0300 -7.7838 25.3727
C 1.2050 -7.3852 24.4362
O 0.9728 -8.1737 23.3463
C -0.2234 -8.8387 23.3600
O -0.7515 -9.3412 22.4040
O -0.7567 -8.6450 24.6402
H -0.4870 -8.6238 27.3547
H 1.0905 -8.0573 27.2950
H 0.7103 -9.5596 26.3837
H -0.5751 -6.8968 25.5600
H 2.1767 -7.6096 24.8761
H 1.1706 -6.3113 24.2526
C 5.0757 -7.6413 26.3306
C 3.5123 -7.6410 26.4500
C 3.0563 -7.4745 27.9314
O 2.2266 -6.3698 27.8602
C 2.2532 -5.8005 26.6006
O 1.7972 -4.7555 26.2180
O 2.9265 -6.6059 25.7588
H 5.3885 -6.6386 26.6218
H 5.4224 -7.7918 25.3082
H 5.7077 -8.2496 26.9776
H 3.1404 -8.6068 26.1078
H 3.9515 -7.1185 28.4411
H 2.4745 -8.2461 28.4356
C -1.0074 -6.3089 23.0976
C -1.8367 -5.3151 22.2696
C -2.8982 -5.7665 21.1702
O -3.9339 -4.7740 21.2624
C -4.0064 -4.3750 22.5161
O -4.9587 -3.7783 22.9861
O -2.7982 -4.6394 23.0912
H -1.5762 -7.2141 23.3101
H -0.7640 -5.8188 24.0403
H -0.1625 -6.5795 22.4642
H -1.1492 -4.5364 21.9394
H -3.3745 -6.7458 21.1237
H -2.3774 -6.0132 20.2450
C 2.0103 -3.4311 20.2418
C 1.0109 -4.5217 19.7938
C 0.0842 -5.2244 20.8565
O -1.1804 -4.7396 20.5421
C -1.2270 -4.1812 19.3433
O -2.2108 -3.7409 18.7367
O 0.0285 -3.8314 19.0414
H 2.7720 -3.7487 20.9538
H 1.4288 -2.5632 20.5529
H 2.5414 -3.0743 19.3593
H 1.4048 -5.4030 19.2876
H 0.4207 -4.7549 21.7808
H 0.3632 -6.2728 20.9623
C -4.3183 -6.0471 26.5761
C -3.0397 -6.1919 25.7549
C -2.6941 -4.9550 25.0311
O -1.3045 -4.7543 25.2466
C -0.8492 -5.6042 26.1960
O 0.2555 -5.8421 26.5418
O -1.9489 -6.2260 26.7673
H -5.1977 -6.1570 25.9415
H -4.4239 -5.0874 27.0820
H -4.4197 -6.9416 27.1908
H -3.0621 -7.0109 25.0361
H -3.2893 -4.1491 25.4606
H -2.9905 -4.8915 23.9841

***

# 2
82
Properties=species:S:1:pos:R:3 method="wB97M-V/def2-TZVPD" charge=+2 mol_weight_g_mol=753.0 total_energy_ha=-5227.1859 multiplicity=4 lumo_ha="-0.226 / -0.231"
Cr -1.2984 0.5678 0.3314
C -3.1961 4.1550 1.8185
C -2.5014 3.1091 1.0131
N -1.9073 2.1021 1.5457
N -1.9044 1.9184 2.8936
C -1.4437 0.7385 3.3930
N -1.5548 0.5795 4.7076
S -0.7413 -0.4601 2.4337
C -2.4852 3.0997 -0.4721
C -2.9965 4.1242 -1.2480
C -2.9561 3.9993 -2.6343
C -2.4119 2.8622 -3.1960
C -1.9154 1.8761 -2.3524
N -1.9481 1.9948 -1.0337
H -4.0552 3.7118 2.3311
H -3.5692 4.9719 1.2138
H -2.5186 4.5759 2.5653
H -2.4996 2.5140 3.4542
H -1.9435 1.2801 5.3183
H -1.2792 -0.2975 5.1186
H -3.4258 5.0064 -0.8017
H -3.3524 4.7873 -3.2588
H -2.3698 2.7252 -4.2662
H -1.4882 0.9581 -2.7360
C 4.5657 0.8333 2.1562
C 3.7977 -0.3554 1.6296
C 4.5260 -1.1311 0.5582
O 2.4713 0.1148 1.1773
P 1.9213 0.6352 -0.1767
O 0.5779 1.2578 0.0893
C 1.7728 -0.7155 -1.3651
P 0.3665 -1.7670 -1.0172
O -0.8393 -0.8747 -0.8695
O 0.7102 -2.5113 0.3028
C 0.5153 -3.9520 0.6297
C 1.8849 -4.5836 0.6597
C -0.2389 -4.0158 1.9346
O 0.2340 -2.7423 -2.2090
C -1.0658 -3.4110 -2.5739
C -1.7454 -2.5781 -3.6321
C -0.6971 -4.7984 -3.0286
O 2.9157 1.5956 -0.8902
C 3.1141 3.0242 -0.5251
C 4.5235 3.3660 -0.9420
C 2.0655 3.8470 -1.2391
H 5.4881 0.4941 2.6259
H 3.9818 1.3730 2.8990
H 4.8350 1.5121 1.3488
H 3.5242 -1.0220 2.4480
H 4.7409 -0.5160 -0.3166
H 3.9769 -2.0248 0.2640
H 5.4816 -1.4610 0.9663
H 2.7030 -1.2778 -1.4279
H 1.5880 -0.2572 -2.3398
H -0.0832 -4.3769 -0.1785
H 2.5064 -4.1118 1.4198
H 2.3780 -4.5080 -0.3088
H 1.7924 -5.6412 0.9073
H 0.3478 -3.5627 2.7344
H -0.4219 -5.0580 2.1965
H -1.1961 -3.5053 1.8527
H -1.6653 -3.4339 -1.6591
H -1.1057 -2.4792 -4.5094
H -2.0102 -1.5952 -3.2497
H -2.6659 -3.0762 -3.9395
H -0.0794 -4.7565 -3.9246
H -1.6063 -5.3516 -3.2612
H -0.1576 -5.3447 -2.2567
H 2.9964 3.0880 0.5605
H 4.6513 3.1971 -2.0107
H 5.2643 2.7779 -0.4045
H 4.7133 4.4195 -0.7386
H 2.1810 3.7476 -2.3179
H 2.1951 4.8981 -0.9813
H 1.0602 3.5412 -0.9550
Cl -6.0225 -0.2735 0.1965
C -4.9689 -1.1508 1.3157
Cl -4.8684 -0.2511 2.8647
Cl -5.5923 -2.7532 1.6211
C -3.5262 -1.1867 0.7273
O -2.9409 -2.2239 0.5357
O -3.1085 0.0131 0.4883

***

# 3
74
Properties=species:S:1:pos:R:3 method="wB97M-V/def2-TZVPD" charge=+3 mol_weight_g_mol=669.7 relative_energy_kcal_mol=30.4 total_energy_ha=-2082.1884 lumo_ha="-0.424 / -0.424"
Ta 6.9646 13.6438 12.0735
C 7.7415 10.4797 17.9798
C 6.8635 10.5735 16.7530
N 6.8945 12.0380 16.2660
C 6.9002 12.3446 14.9844
S 6.0468 13.9309 14.2169
N 7.3636 11.4684 14.1158
N 7.0771 11.7423 12.7502
C 6.2392 10.8940 12.1083
C 6.4035 9.4392 12.4094
C 5.3049 11.4028 11.2111
C 4.4252 10.5816 10.4377
C 3.4953 11.2737 9.6616
C 3.1632 12.6584 9.8813
C 3.8779 13.2551 10.8853
N 5.0399 12.7178 11.3384
H 8.6218 11.1156 17.8702
H 7.2077 10.7858 18.8730
H 7.9870 9.4174 18.0975
H 7.2714 10.0947 15.9038
H 5.8665 10.3002 17.0554
H 6.7136 12.7259 16.9688
H 6.9284 9.2906 13.3540
H 5.4856 8.8068 12.4918
H 7.0154 8.9918 11.6268
H 4.3363 9.5127 10.5373
H 2.8829 10.6540 8.9987
H 2.2886 13.1816 9.4247
H 3.5533 14.1757 11.3757
C 5.7548 17.2229 11.3554
C 7.2170 16.9675 11.3361
C 8.1080 18.0008 11.1434
C 9.4953 17.6976 11.2214
C 9.9567 16.4268 11.6037
C 8.9536 15.4124 11.8373
N 7.5787 15.7258 11.5847
N 9.1124 14.1196 12.1482
Si 10.8913 13.3684 12.4179
C 10.5997 11.5632 12.7027
C 11.8071 13.5952 10.8439
C 11.5921 14.2195 13.9576
H 5.2435 17.3715 10.4132
H 5.5549 18.1680 11.9445
H 5.2008 16.3742 11.8790
H 7.8120 19.0465 11.0267
H 10.2644 18.4068 11.0548
H 10.9886 16.2082 11.8664
H 10.8458 10.9338 11.8494
H 9.6082 11.2348 13.0073
H 11.1658 11.2037 13.5494
H 12.8812 13.3960 10.9266
H 11.6741 14.6227 10.4928
H 11.4434 12.8956 10.0869
H 11.7395 15.2793 13.7876
H 12.5857 13.7519 14.1112
H 11.0171 14.0885 14.8927
C 6.5477 11.7435 7.4861
C 7.9611 11.8498 8.1732
C 8.9474 12.8219 7.4195
C 8.6505 10.5201 8.2266
N 7.9234 12.2832 9.5941
N 7.3068 13.5925 9.7276
H 6.6590 11.2795 6.4265
H 5.9501 12.6493 7.3291
H 5.8527 11.1242 8.0265
H 9.2417 12.4292 6.4014
H 9.8213 13.0653 8.0209
H 8.3513 13.7450 7.2676
H 8.4497 10.0540 7.2620
H 8.4425 9.7684 9.0408
H 9.7231 10.6248 8.2966
H 8.9277 12.4184 9.8440
H 6.3939 13.6369 9.2310
H 7.8147 14.4439 9.5609

***

# 4
68
Properties=species:S:1:pos:R:3 method="wB97M-V/def2-TZVPD" charge=+1 mol_weight_g_mol=595.5 relative_energy_kcal_mol=149.5 total_energy_ha=-1818.6587 multiplicity=3 lumo_ha="-0.115 / -0.144"
Au -1.0321 0.4602 -1.5002
C 3.4404 0.9819 -0.6666
C 2.6143 2.1295 -0.9354
C 3.4199 2.3085 1.2020
C 4.0376 1.1857 0.6185
C 2.4651 2.8336 0.2686
C 3.9501 0.0196 -1.6485
H 3.2616 -0.0914 -2.5043
H 4.0558 -0.9794 -1.1969
H 4.9508 0.2963 -2.0546
C 5.1607 0.4347 1.2062
H 5.3472 -0.4773 0.6713
H 4.9690 0.2178 2.2530
H 6.0570 1.0379 1.1546
C 3.8534 2.9536 2.4650
H 4.7867 3.5120 2.3053
H 4.0355 2.1997 3.2397
H 3.1051 3.6613 2.8205
C 1.8246 4.1402 0.4339
H 2.5159 4.9831 0.2519
H 1.4099 4.2628 1.4389
H 0.9753 4.2508 -0.2469
C 2.2236 2.6272 -2.2541
H 3.0302 3.2850 -2.6311
H 1.3192 3.2326 -2.1880
H 2.0671 1.8322 -2.9812
C -2.6124 -2.9968 -0.3583
C -2.3384 -2.8989 -1.7079
C -3.2815 -2.3629 -2.7247
C -4.1595 -1.1999 -2.1720
C -3.4322 -0.4351 -1.0942
C -3.8566 -0.4025 0.2009
C -4.4522 -1.6673 0.8280
C -3.9953 -3.0235 0.2591
H -3.9431 -3.1758 -3.1013
H -5.1351 -1.6146 -1.8456
H -2.7336 -1.9936 -3.6188
H -4.8031 -3.4654 -0.3603
H -1.8452 -3.5257 0.2479
H -1.5333 -3.5417 -2.1463
H -3.9225 -3.7052 1.1150
H -4.2316 -1.6457 1.9300
H -4.3804 0.4625 0.6668
H -5.5611 -1.6257 0.7750
H -4.3762 -0.5262 -3.0025
H -2.7912 0.4222 -1.5441
P 0.5256 -1.5366 0.4609
C 1.3873 -3.0478 0.9330
C 0.4263 -1.9380 -1.2654
P -1.6609 0.6130 1.2578
C -1.1267 -1.1412 1.0828
C -2.4649 2.0922 0.5898
C -0.9626 1.2196 2.8567
H 1.9307 -2.9128 1.8812
H 2.1073 -3.2297 0.1059
H 0.6104 -3.8312 0.9598
H -0.5550 -1.7535 -1.6993
H 0.5203 -3.0206 -1.3289
H 1.1765 -1.4231 -1.8522
H -1.8040 1.0077 3.5388
H -0.7517 2.3044 2.8604
H -0.0644 0.6773 3.2159
H -1.4788 -1.7614 1.9360
H -1.8081 -1.4546 0.2179
H -2.1944 3.0307 1.0987
H -3.5348 1.9586 0.7253
H -2.2740 2.2186 -0.4920
F 1.5363 -0.4479 1.0487

***

# 5
68
Properties=species:S:1:pos:R:3 method="wB97M-V/def2-TZVPD" charge=+1 mol_weight_g_mol=668.4 relative_energy_kcal_mol=21.6 total_energy_ha=-4371.7633 lumo_ha="-0.201 / -0.202"
Bi -0.6592 3.5557 -2.9941
C 2.2234 -1.0197 1.0178
C 2.1019 0.2964 1.5684
C 0.3218 -0.9534 2.3080
C 1.1114 -1.7843 1.4812
C 0.9245 0.3229 2.3701
C 3.3352 -1.5077 0.1939
H 3.6626 -0.7481 -0.5264
H 3.0328 -2.3965 -0.3754
H 4.2084 -1.7832 0.8082
C 0.8682 -3.2144 1.1972
H 1.3815 -3.5283 0.2854
H -0.2082 -3.4044 1.0785
H 1.2242 -3.8552 2.0190
C -0.9001 -1.3805 3.0376
H -0.6504 -1.8670 3.9917
H -1.4744 -2.0981 2.4411
H -1.5366 -0.5183 3.2608
C 0.4650 1.4754 3.1778
H 0.9139 1.4685 4.1825
H -0.6250 1.4458 3.3049
H 0.7368 2.4207 2.7002
C 3.0613 1.3930 1.3770
H 3.9494 1.2753 2.0196
H 2.6005 2.3587 1.6280
H 3.4103 1.4363 0.3365
C -0.6313 2.6591 -4.9067
C 0.8045 2.4894 -5.0333
C 1.8910 3.4320 -4.7527
C 1.4690 4.9326 -4.7214
C 0.3875 5.2423 -3.7220
C -1.0708 5.3188 -4.1185
C -1.4598 5.0072 -5.5655
C -1.2038 3.5602 -6.0014
H 2.6641 3.3075 -5.5363
H 1.2033 5.2627 -5.7247
H 2.4455 3.1304 -3.8513
H -0.5178 3.5593 -6.8588
H -1.1752 1.6961 -4.7413
H 1.0345 1.8806 -5.9574
H -2.1217 3.0776 -6.3518
H -2.5367 5.1933 -5.7067
H -1.6456 6.1371 -3.6701
H -0.9372 5.6932 -6.2526
H 2.3793 5.4834 -4.4396
H 0.6689 5.9761 -2.9670
P 2.4178 0.2912 -5.2032
C 1.4772 -1.2654 -5.3674
C 4.1990 0.1727 -5.5880
P -4.7398 2.9166 -0.1244
C -3.6220 1.9570 -1.0515
C -3.4485 4.0277 0.6149
C -5.3824 3.9542 -1.5263
H 0.4485 -1.0768 -5.0027
H 1.8829 -2.0907 -4.7617
H 1.3958 -1.5559 -6.4244
H 4.6817 1.1053 -5.2475
H 4.3268 0.1261 -6.6786
H 4.7096 -0.6631 -5.0981
H -4.5373 4.2825 -2.1489
H -5.9356 4.8238 -1.1418
H -6.0653 3.3348 -2.1252
H -2.7517 1.5397 -0.5491
H -3.8971 1.5378 -2.0159
H -3.4680 3.9231 1.7094
H -3.6227 5.0803 0.3474
H -2.4711 3.6929 0.2358
Br 2.6312 0.1086 -2.9900

***

# 6
68
Properties=species:S:1:pos:R:3 method="wB97M-V/def2-TZVPD" charge=+2 mol_weight_g_mol=554.3 relative_energy_kcal_mol=13.8 total_energy_ha=-2730.3248 lumo_ha=-0.291
Ti -0.2680 -0.1590 -0.1885
C 1.0144 1.6657 -0.3989
C 0.1740 1.8090 0.7789
C 1.5672 -0.0511 1.0872
C 1.8789 0.5251 -0.1932
C 0.5086 0.7309 1.6901
C 1.1123 2.6129 -1.5422
H 0.1908 3.1887 -1.6807
H 1.3408 2.0888 -2.4803
H 1.9252 3.3362 -1.3696
C 3.0078 0.1080 -1.0640
H 2.9513 0.6013 -2.0364
H 2.9928 -0.9746 -1.2344
H 3.9808 0.3616 -0.6140
C 2.3221 -1.1490 1.7476
H 3.2692 -0.7893 2.1821
H 2.5594 -1.9445 1.0340
H 1.7365 -1.5934 2.5576
C -0.0034 0.5454 3.0750
H 0.6803 1.0191 3.7970
H -0.0718 -0.5171 3.3438
H -0.9909 0.9988 3.2102
C -0.6800 2.9839 1.1079
H -0.0870 3.7292 1.6661
H -1.5270 2.7043 1.7503
H -1.0512 3.4853 0.2060
C -5.1827 -0.1789 -3.4082
C -5.1751 1.1656 -3.3547
C -6.2733 1.9844 -2.7451
C -6.9437 1.3768 -1.4818
C -6.0321 0.6033 -0.5858
C -5.9304 -0.7424 -0.5761
C -6.4385 -1.6248 -1.6756
C -6.3696 -1.0459 -3.1109
H -7.0694 2.1686 -3.4871
H -7.8209 0.7822 -1.7774
H -5.8780 2.9759 -2.4811
H -7.3142 -0.5370 -3.3626
H -4.3394 -0.7188 -3.8540
H -4.4453 1.7247 -3.9554
H -6.3054 -1.9058 -3.8005
H -5.8693 -2.5679 -1.6522
H -5.5442 -1.2818 0.2986
H -7.4865 -1.9116 -1.4820
H -7.3501 2.2157 -0.8905
H -5.4877 1.2249 0.1466
P -1.7565 0.3452 -2.0563
C -1.7275 -0.2818 -3.7304
C -2.4248 2.0375 -2.0097
P -2.5084 -0.7511 0.6571
C -3.0327 -0.6315 -1.1346
C -3.5877 0.2897 1.6451
C -2.8398 -2.4262 1.2386
H -1.1759 -1.2347 -3.7456
H -1.2219 0.4534 -4.3739
H -2.7438 -0.4457 -4.1037
H -3.5054 2.0224 -2.2016
H -1.9204 2.6225 -2.7955
H -2.2531 2.5131 -1.0355
H -3.8657 -2.7189 0.9759
H -2.7153 -2.4261 2.3324
H -2.1164 -3.1257 0.7997
H -3.2033 -1.6291 -1.5734
H -3.9403 -0.0255 -1.2532
H -3.4283 0.0424 2.7051
H -4.6334 0.0945 1.3948
H -3.3652 1.3534 1.4891
I 0.3089 -2.5803 -1.1064